Entry 1:
This record from the OMol25 dataset describes a single C2H5NOS molecule at a distorted geometry. The level of theory is ωB97M-V/def2-TZVPD.

Cartesian coordinates (Å):
1 C 1.007 0.257 0.082
2 C -1.562 -0.022 0.052
3 N -0.356 -0.729 0.203
4 O 3.475 0.551 -0.013
5 S 2.407 -0.464 -0.157
6 H 0.977 1.350 0.303
7 H -2.369 -0.655 -0.272
8 H -1.833 0.509 0.967
9 H -1.453 0.792 -0.731
10 H -0.293 -1.589 -0.435

The value obtained for the energy relative to the best compared isomer or geometry (same formula, charge and spin) is 3.431 eV. The calculation puts the total energy at -16524.9506 eV. The multiplicity is 1. The calculation puts the orbital gap at 8.745 eV.

Entry 2:
This record from the OMol25 dataset describes C15H45O10Ti as an isolated structure at a distorted geometry. The level of theory is ωB97M-V/def2-TZVPD.

Cartesian coordinates (Å):
1 Ti 3.796 -0.525 2.172
2 C 0.422 0.159 -0.433
3 C 1.590 -0.021 0.516
4 O 1.427 -0.824 1.458
5 O 2.571 0.736 0.427
6 H -0.084 -0.797 -0.574
7 H 0.715 0.519 -1.419
8 H -0.413 0.755 -0.063
9 C 3.465 3.802 -1.863
10 O 3.966 2.540 -1.537
11 H 3.534 4.626 -1.153
12 H 4.117 4.158 -2.661
13 H 2.448 3.749 -2.253
14 H 3.417 2.106 -0.880
15 C 0.791 -4.513 -2.024
16 O -0.263 -3.741 -1.484
17 H 0.823 -4.230 -3.077
18 H 1.692 -4.211 -1.489
19 H 0.716 -5.591 -1.884
20 H -0.137 -3.673 -0.534
21 C 2.721 1.517 -4.703
22 O 2.363 2.485 -5.727
23 H 3.632 1.918 -4.258
24 H 1.950 1.265 -3.975
25 H 2.968 0.591 -5.223
26 H 1.506 2.189 -6.044
27 C -1.251 -5.233 1.625
28 C -1.024 -3.672 1.771
29 O 0.245 -3.410 1.220
30 H -2.150 -5.488 2.186
31 H -0.442 -5.698 2.187
32 H -1.367 -5.630 0.617
33 H -1.159 -3.358 2.806
34 H -1.759 -3.156 1.155
35 H 0.473 -2.486 1.342
36 C -2.009 -0.403 -4.800
37 C -1.904 -1.155 -3.445
38 O -0.839 -2.042 -3.593
39 H -1.177 0.292 -4.914
40 H -2.933 0.159 -4.935
41 H -1.987 -1.090 -5.646
42 H -2.792 -1.759 -3.260
43 H -1.780 -0.533 -2.558
44 H -0.641 -2.540 -2.796
45 C -1.064 -0.270 5.777
46 C -0.452 -0.861 4.559
47 O 0.340 0.102 3.877
48 H -0.373 0.109 6.530
49 H -1.686 -1.049 6.219
50 H -1.582 0.658 5.533
51 H -1.214 -1.196 3.856
52 H 0.113 -1.770 4.763
53 H 0.713 -0.293 3.086
54 C -3.204 0.992 2.185
55 C -3.293 1.778 0.918
56 O -4.595 2.328 0.822
57 H -3.249 1.660 3.045
58 H -2.321 0.354 2.198
59 H -4.029 0.280 2.219
60 H -3.211 1.166 0.020
61 H -2.533 2.554 0.835
62 H -4.803 2.331 -0.115
63 C 0.495 3.963 0.968
64 C 1.765 3.918 1.829
65 O 1.783 2.673 2.537
66 H 0.547 3.220 0.172
67 H 0.454 4.965 0.541
68 H -0.401 3.922 1.587
69 H 1.804 4.653 2.633
70 H 2.643 4.025 1.192
71 H 2.118 2.004 1.936

The value obtained for the energy relative to the best compared isomer or geometry (same formula, charge and spin) is 0.319 eV. The calculation puts the total energy at -59870.0870 eV. The multiplicity is 4. The calculation puts the orbital gap (spin up / spin down) at 6.716 / 8.971 eV.

Entry 3:
This record from the OMol25 dataset describes a 21-piece molecular cluster, C70H193N11O21 overall at a distorted geometry. The level of theory is ωB97M-V/def2-TZVPD.

Cartesian coordinates (Å):
1 C -0.290 -4.957 6.298
2 C -0.921 -4.747 4.931
3 C -0.176 -5.536 3.810
4 O -2.250 -5.148 4.779
5 H 0.658 -5.493 6.352
6 H -0.921 -5.340 7.101
7 H 0.019 -3.990 6.694
8 H -0.950 -3.667 4.789
9 H -0.494 -5.346 2.785
10 H -0.154 -6.585 4.106
11 H 0.841 -5.145 3.832
12 H -2.336 -5.934 4.235
13 C 5.509 0.217 -0.829
14 C 6.507 0.689 -1.886
15 C 7.397 1.849 -1.297
16 O 7.307 -0.366 -2.363
17 H 5.932 -0.056 0.138
18 H 4.938 -0.595 -1.279
19 H 4.817 1.022 -0.581
20 H 6.009 1.133 -2.748
21 H 8.310 2.026 -1.866
22 H 7.775 1.615 -0.302
23 H 6.715 2.696 -1.208
24 H 8.113 -0.316 -1.844
25 C -0.116 4.618 4.185
26 C -0.415 5.014 5.657
27 C -1.127 3.881 6.333
28 O 0.834 5.203 6.316
29 H 0.275 3.607 4.072
30 H 0.548 5.345 3.716
31 H -0.984 4.659 3.528
32 H -0.951 5.963 5.689
33 H -0.454 3.033 6.203
34 H -2.040 3.742 5.754
35 H -1.314 4.127 7.378
36 H 0.680 5.140 7.261
37 C -0.895 -3.154 -3.557
38 C -0.471 -1.921 -4.214
39 C 0.565 -2.146 -5.309
40 O -1.683 -1.355 -4.759
41 H -1.717 -3.055 -2.848
42 H -0.064 -3.587 -2.999
43 H -1.159 -4.041 -4.132
44 H -0.083 -1.240 -3.456
45 H 0.057 -2.414 -6.236
46 H 1.255 -2.925 -4.983
47 H 1.159 -1.243 -5.448
48 H -1.531 -0.424 -4.938
49 C -3.051 -0.278 -7.598
50 C -3.731 -1.539 -7.193
51 C -3.042 -2.850 -7.492
52 O -4.210 -1.446 -5.900
53 H -2.584 -0.357 -8.580
54 H -2.274 -0.016 -6.880
55 H -3.774 0.537 -7.598
56 H -4.658 -1.512 -7.767
57 H -3.725 -3.694 -7.391
58 H -2.109 -3.084 -6.981
59 H -2.733 -2.914 -8.535
60 H -3.469 -1.365 -5.294
61 C 2.815 -0.874 8.265
62 C 1.670 -1.190 7.268
63 C 1.001 0.073 6.785
64 O 2.380 -1.669 6.129
65 H 3.244 -1.860 8.443
66 H 2.420 -0.409 9.168
67 H 3.634 -0.215 7.976
68 H 1.016 -1.966 7.667
69 H 1.711 0.712 6.260
70 H 0.512 0.561 7.628
71 H 0.228 -0.213 6.071
72 H 3.064 -2.259 6.453
73 C 4.094 -2.125 -3.745
74 C 5.014 -3.054 -3.054
75 C 4.810 -4.505 -3.532
76 O 6.307 -2.694 -3.442
77 H 4.193 -1.133 -3.305
78 H 3.043 -2.376 -3.605
79 H 4.205 -2.095 -4.829
80 H 4.972 -2.845 -1.985
81 H 5.165 -4.708 -4.543
82 H 3.779 -4.845 -3.431
83 H 5.223 -5.275 -2.880
84 H 6.640 -1.821 -3.221
85 C -3.465 3.573 -3.775
86 C -2.402 4.548 -3.350
87 C -2.795 5.290 -2.011
88 O -1.213 3.831 -3.214
89 H -3.286 3.222 -4.791
90 H -4.505 3.898 -3.782
91 H -3.283 2.715 -3.127
92 H -2.302 5.385 -4.041
93 H -2.963 4.702 -1.109
94 H -3.638 5.977 -2.081
95 H -1.929 5.878 -1.705
96 H -0.541 4.453 -2.925
97 C -3.998 -5.838 1.366
98 C -4.167 -7.174 2.169
99 C -4.561 -8.531 1.560
100 O -4.738 -9.530 2.534
101 C -4.873 -10.892 2.123
102 N -2.916 -7.335 2.872
103 H -4.951 -5.482 0.975
104 H -3.418 -6.044 0.466
105 H -3.473 -5.043 1.896
106 H -4.960 -6.993 2.895
107 H -3.766 -8.842 0.883
108 H -5.461 -8.409 0.958
109 H -4.089 -11.232 1.447
110 H -5.941 -10.916 1.907
111 H -4.861 -11.365 3.105
112 H -2.169 -7.481 2.208
113 H -3.037 -8.251 3.278
114 C 4.565 4.665 3.096
115 C 3.806 3.986 4.172
116 C 4.630 2.944 4.948
117 O 4.652 1.850 4.069
118 C 5.149 0.726 4.788
119 N 3.356 5.070 5.000
120 H 4.828 3.958 2.310
121 H 5.531 5.097 3.358
122 H 3.995 5.452 2.603
123 H 3.050 3.426 3.623
124 H 4.156 2.770 5.914
125 H 5.641 3.339 5.051
126 H 4.325 0.358 5.399
127 H 6.080 0.855 5.342
128 H 5.388 -0.020 4.031
129 H 2.758 4.781 5.762
130 H 2.858 5.703 4.390
131 C 0.216 8.051 -3.302
132 C 1.255 7.261 -2.439
133 C 1.085 7.483 -0.916
134 O 2.053 6.583 -0.233
135 C 1.466 5.596 0.593
136 N 0.945 5.893 -2.765
137 H 0.468 7.951 -4.358
138 H 0.212 9.097 -2.996
139 H -0.740 7.548 -3.159
140 H 2.274 7.478 -2.759
141 H 0.097 7.385 -0.466
142 H 1.351 8.526 -0.746
143 H 1.010 6.183 1.390
144 H 2.281 5.006 1.013
145 H 0.738 4.935 0.122
146 H 1.399 5.714 -3.650
147 H 1.433 5.301 -2.108
148 C -1.111 -0.530 0.010
149 C -0.944 0.873 -0.375
150 C 0.547 1.301 -0.546
151 O 1.384 0.990 0.553
152 C 1.147 1.625 1.863
153 N -1.686 0.985 -1.529
154 H -2.108 -0.937 0.179
155 H -0.576 -0.734 0.937
156 H -0.627 -1.159 -0.738
157 H -1.561 1.422 0.336
158 H 0.514 2.390 -0.575
159 H 0.902 0.754 -1.420
160 H 0.082 1.664 2.093
161 H 1.568 2.628 1.808
162 H 1.710 1.194 2.691
163 H -1.187 0.640 -2.336
164 H -1.762 1.959 -1.785
165 C -2.860 -0.876 4.431
166 C -3.229 -0.425 5.770
167 C -4.668 0.162 5.916
168 O -4.625 1.471 5.370
169 C -5.832 2.180 5.489
170 N -2.888 -1.394 6.766
171 H -1.859 -1.299 4.516
172 H -2.568 -0.095 3.730
173 H -3.506 -1.643 4.002
174 H -2.483 0.312 6.065
175 H -5.032 0.350 6.926
176 H -5.369 -0.525 5.441
177 H -6.591 1.927 6.229
178 H -6.189 2.206 4.459
179 H -5.466 3.206 5.498
180 H -2.019 -1.822 6.479
181 H -3.580 -2.122 6.874
182 C -0.066 -5.835 -0.972
183 C 0.377 -7.151 -0.372
184 C 1.746 -7.654 -0.939
185 O 1.520 -8.149 -2.301
186 C 2.692 -8.749 -2.930
187 N 0.539 -7.286 1.022
188 H -0.065 -5.988 -2.052
189 H 0.604 -5.003 -0.755
190 H -0.963 -5.494 -0.455
191 H -0.406 -7.895 -0.517
192 H 2.258 -8.405 -0.337
193 H 2.333 -6.737 -0.991
194 H 2.405 -9.131 -3.910
195 H 3.037 -9.519 -2.240
196 H 3.369 -7.896 -2.976
197 H 1.490 -6.947 1.050
198 H 0.535 -8.223 1.399
199 C 2.812 -0.635 -7.547
200 C 3.170 0.652 -6.763
201 C 4.738 0.862 -6.613
202 O 4.941 1.915 -5.704
203 C 6.310 2.255 -5.449
204 N 2.576 1.843 -7.376
205 H 3.401 -0.700 -8.462
206 H 1.789 -0.787 -7.890
207 H 3.081 -1.576 -7.065
208 H 2.607 0.640 -5.830
209 H 5.180 1.028 -7.595
210 H 5.104 -0.042 -6.127
211 H 6.870 1.387 -5.102
212 H 6.315 2.980 -4.635
213 H 6.704 2.733 -6.346
214 H 3.121 1.998 -8.212
215 H 2.831 2.637 -6.806
216 C -4.944 -1.824 0.976
217 C -6.053 -1.810 2.025
218 C -6.854 -0.567 2.012
219 O -7.758 -0.520 3.109
220 C -8.582 0.625 2.966
221 N -6.866 -3.021 1.784
222 H -4.530 -0.816 1.002
223 H -5.360 -1.965 -0.021
224 H -4.222 -2.605 1.216
225 H -5.652 -1.837 3.038
226 H -7.271 -0.519 1.006
227 H -6.237 0.331 2.056
228 H -9.383 0.296 2.303
229 H -8.055 1.517 2.629
230 H -9.093 1.022 3.842
231 H -6.390 -3.737 2.314
232 H -7.740 -2.989 2.289
233 C 3.738 4.669 -3.627
234 C 4.277 5.699 -4.651
235 C 5.607 6.439 -4.348
236 O 5.773 7.150 -3.043
237 C 6.186 6.464 -1.875
238 N 4.496 4.990 -5.908
239 H 4.386 3.799 -3.518
240 H 2.748 4.357 -3.959
241 H 3.653 5.223 -2.692
242 H 3.483 6.432 -4.794
243 H 5.657 7.275 -5.045
244 H 6.530 5.892 -4.540
245 H 7.142 5.958 -2.012
246 H 5.447 5.706 -1.618
247 H 6.319 7.205 -1.087
248 H 4.995 4.157 -5.633
249 H 5.212 5.396 -6.493
250 C 2.333 -1.921 0.987
251 C 2.150 -2.498 2.400
252 C 3.434 -2.714 3.174
253 O 4.539 -3.358 2.517
254 C 4.257 -4.705 2.231
255 N 1.329 -1.640 3.252
256 H 1.477 -1.604 0.391
257 H 2.688 -2.801 0.450
258 H 3.065 -1.114 0.968
259 H 1.793 -3.527 2.369
260 H 3.311 -3.413 4.001
261 H 3.756 -1.790 3.655
262 H 5.235 -5.141 2.027
263 H 3.531 -4.845 1.431
264 H 4.033 -5.169 3.192
265 H 1.639 -1.735 4.209
266 H 1.726 -0.724 3.096
267 C -8.542 3.659 -0.652
268 C -7.181 3.142 -0.244
269 C -6.675 2.124 -1.239
270 O -5.418 1.616 -0.928
271 C -4.925 0.664 -1.848
272 N -6.346 4.310 -0.087
273 H -9.329 2.982 -0.320
274 H -8.718 3.867 -1.708
275 H -8.868 4.566 -0.142
276 H -7.169 2.659 0.733
277 H -6.530 2.495 -2.254
278 H -7.455 1.364 -1.274
279 H -4.714 0.975 -2.871
280 H -5.561 -0.219 -1.901
281 H -3.990 0.226 -1.499
282 H -5.377 4.028 -0.128
283 H -6.482 4.821 -0.948
284 C 0.307 1.766 -5.297
285 O -1.021 1.477 -4.794
286 H 0.459 1.069 -6.121
287 H 0.433 2.798 -5.625
288 H 1.054 1.662 -4.510
289 H -1.318 2.227 -4.273
290 C -3.570 2.322 2.046
291 O -3.008 2.599 3.306
292 H -3.547 1.245 1.884
293 H -4.614 2.620 2.148
294 H -3.063 2.881 1.260
295 H -3.386 1.948 3.902

The calculation puts the total energy at -135095.2245 eV. The multiplicity is 1. The calculation puts the orbital gap at 9.129 eV.

Entry 4:
This record from the OMol25 dataset describes an isolated ion of composition C19H29IN3O5 and charge +1 at a distorted geometry. The level of theory is ωB97M-V/def2-TZVPD.

Cartesian coordinates (Å):
1 C 3.108 -2.107 5.039
2 C 3.740 -1.581 3.872
3 C 4.222 -0.808 2.469
4 C 3.155 -1.344 1.296
5 N 2.869 -2.800 1.320
6 N 2.015 -3.298 0.399
7 O 1.866 -4.664 0.491
8 C 1.192 -2.696 -0.699
9 C 0.221 -3.637 -1.660
10 C 1.360 -1.044 -0.896
11 C 0.509 -0.264 -2.045
12 C -1.137 -0.560 -1.990
13 C -2.042 0.801 -1.881
14 C -3.043 0.847 -0.563
15 C -3.823 -0.565 -0.261
16 O -4.935 -0.417 0.736
17 C -4.508 -0.973 2.050
18 C -4.589 -2.602 2.423
19 O -4.059 -0.190 3.070
20 C 2.433 -0.411 0.171
21 C 2.801 1.189 0.122
22 I 3.475 1.882 -1.892
23 C 1.731 2.191 0.835
24 C 0.159 1.964 0.483
25 H 2.338 -2.254 5.940
26 H 4.092 0.348 2.691
27 H 5.327 -1.133 2.264
28 H 0.932 -4.785 0.837
29 H 0.220 -3.116 -2.729
30 H -0.896 -3.684 -1.298
31 H 0.697 -4.710 -1.843
32 H 0.596 0.901 -2.054
33 H 0.890 -0.671 -3.098
34 H -1.282 -1.330 -1.120
35 H -1.407 -1.101 -3.006
36 H -2.774 0.789 -2.824
37 H -1.406 1.801 -2.015
38 H -2.513 1.171 0.429
39 H -3.873 1.676 -0.773
40 H -3.035 -1.278 0.284
41 H -4.161 -1.155 -1.222
42 H -5.469 -3.031 1.776
43 H -3.577 -3.164 2.207
44 H -4.888 -2.766 3.564
45 H 3.807 1.311 0.755
46 H 2.077 3.319 0.658
47 H 1.847 2.030 2.013
48 H -0.499 2.469 1.342
49 H -0.202 0.854 0.416
50 H -0.076 2.606 -0.489
51 C 0.543 5.595 -1.960
52 N 1.427 4.562 -2.565
53 O 2.213 3.977 -1.810
54 O 1.308 4.368 -3.780
55 H 0.755 5.659 -0.891
56 H 0.759 6.544 -2.455
57 H -0.490 5.284 -2.131

The calculation puts the total energy at -42952.7534 eV. The multiplicity is 1. Its net charge is +1. The calculation puts the orbital gap at 6.284 eV.